Entry 1:
C28H44NO11S | ωB97M-V with the def2-TZVPD basis set

Values from the calculation:
- Frontier orbital gap: 5.85 eV
- ΔE to the lowest compared entry with this formula, charge and spin: 0.0 kJ/mol
- Maximum force: 1.874 eV Å⁻¹
- Total charge: +1

Each line ends with the Mulliken charge.
Positions of all 85 atoms, in Å:
C (4.573, 4.254, 0.092)  -0.595
C (4.574, 2.945, -0.248)  -0.488
C (3.477, 2.002, 0.123)  0.807
O (2.497, 1.946, -0.569)  -0.485
O (3.673, 1.225, 1.205)  -0.421
C (2.673, 0.219, 1.405)  -0.769
C (2.726, -0.907, 0.365)  0.158
C (3.036, -2.261, 0.992)  -0.560
C (3.346, -3.387, -0.008)  -0.871
C (2.364, -3.536, -1.180)  -0.650
C (1.330, -4.656, -0.955)  -1.622
C (0.398, -4.352, 0.183)  0.523
C (0.575, -5.006, 1.389)  -0.442
N (-0.236, -4.753, 2.427)  0.160
C (-1.260, -3.891, 2.374)  -0.752
C (-1.507, -3.216, 1.195)  0.733
O (-2.537, -2.364, 1.060)  -0.518
C (-2.344, -1.059, 1.675)  -1.023
C (-3.206, -0.826, 2.927)  0.478
C (-4.506, -1.627, 2.874)  -1.681
C (-2.383, -1.004, 4.252)  0.790
C (-2.349, 0.315, 5.067)  -1.372
C (-2.882, -2.125, 5.171)  -1.905
C (-0.667, -3.451, 0.101)  0.763
C (-0.970, -2.671, -1.148)  -0.081
O (-0.310, -1.702, -1.415)  -0.616
O (-2.002, -3.118, -1.840)  -0.291
C (-2.510, -2.205, -2.837)  -0.441
C (-3.802, -2.802, -3.398)  -0.564
C (-4.247, -1.970, -4.608)  -0.889
S (-4.898, -0.370, -4.222)  1.186
O (-5.875, -0.027, -5.209)  -0.610
O (-3.815, 0.557, -4.064)  -0.572
O (-5.587, -0.622, -2.809)  -0.427
H (4.428, 4.520, 1.137)  0.272
H (4.636, 5.034, -0.654)  0.197
H (5.377, 2.515, -0.843)  0.312
H (1.695, 0.701, 1.388)  0.400
H (2.801, -0.168, 2.416)  0.435
H (1.727, -0.950, -0.075)  -0.099
H (3.402, -0.649, -0.450)  0.368
H (3.934, -2.139, 1.607)  0.506
H (2.252, -2.564, 1.696)  0.175
H (3.415, -4.322, 0.558)  0.269
H (4.339, -3.201, -0.418)  0.437
H (2.936, -3.828, -2.063)  0.390
H (1.871, -2.604, -1.439)  0.504
H (0.775, -4.848, -1.875)  0.471
H (1.881, -5.569, -0.726)  0.555
H (1.355, -5.737, 1.541)  0.442
H (-0.084, -5.262, 3.288)  0.339
H (-1.867, -3.757, 3.257)  0.446
H (-2.652, -0.341, 0.915)  0.506
H (-1.287, -0.870, 1.868)  0.321
H (-3.486, 0.227, 2.872)  0.644
H (-5.056, -1.501, 3.806)  0.433
H (-4.346, -2.693, 2.727)  0.290
H (-5.152, -1.256, 2.078)  0.395
H (-1.345, -1.204, 3.969)  0.081
H (-3.067, 0.259, 5.884)  0.323
H (-1.358, 0.473, 5.491)  0.347
H (-2.582, 1.182, 4.452)  0.394
H (-3.705, -1.800, 5.804)  0.514
H (-2.073, -2.414, 5.846)  0.368
H (-3.190, -3.030, 4.646)  0.424
H (-1.788, -2.097, -3.645)  0.274
H (-2.715, -1.232, -2.393)  0.375
H (-3.570, -3.817, -3.718)  0.393
H (-4.555, -2.778, -2.615)  0.329
H (-3.369, -1.744, -5.215)  0.432
H (-4.948, -2.513, -5.235)  0.421
H (-6.005, 0.222, -2.568)  0.356
C (2.319, 8.116, -3.853)  -1.423
C (2.906, 8.318, -2.482)  0.503
C (3.745, 9.566, -2.309)  -0.521
O (4.652, 9.176, -1.268)  -0.326
C (4.792, 7.832, -1.329)  0.668
O (5.604, 7.205, -0.732)  -0.510
O (3.874, 7.296, -2.172)  -0.344
H (1.552, 8.863, -4.053)  0.382
H (3.091, 8.188, -4.620)  0.357
H (1.872, 7.125, -3.934)  0.350
H (2.122, 8.271, -1.721)  0.261
H (3.172, 10.438, -2.006)  0.304
H (4.327, 9.804, -3.203)  0.309

Forces on atoms 1 to 2 (eV/Å):
-0.350 -0.821 0.125
0.414 0.389 0.364

=====

Entry 2:
C28H44O3 | ωB97M-V with the def2-TZVPD basis set

Values from the calculation:
- Frontier orbital gap: 9.83 eV
- ΔE to the lowest compared entry with this formula, charge and spin: 5.7 kJ/mol
- Structure (SMILES): CCCCCCCCCC(=O)O[C@H]1CC[C@H]2[C@@H]3CCC4=CC(=O)CC[C@@H]4[C@H]3CC[C@]12C
- Maximum force: 0.705 eV Å⁻¹

Each line ends with the natural charge from an NBO analysis.
Positions of all 75 atoms, in Å:
C (-8.707, -3.463, 0.050)  -0.600
C (-8.749, -2.113, 0.754)  -0.386
C (-7.380, -1.435, 0.768)  -0.394
C (-7.426, -0.077, 1.465)  -0.385
C (-6.055, 0.584, 1.606)  -0.385
C (-5.444, 1.006, 0.271)  -0.391
C (-4.146, 1.786, 0.466)  -0.394
C (-3.528, 2.207, -0.865)  -0.380
H (-4.247, 2.808, -1.425)  0.204
H (-3.295, 1.320, -1.458)  0.208
C (-2.248, 3.024, -0.667)  -0.497
C (-1.184, 2.205, 0.029)  0.809
O (-0.739, 2.440, 1.123)  -0.602
O (-0.806, 1.177, -0.732)  -0.523
C (0.169, 0.280, -0.209)  0.095
H (0.103, 0.311, 0.886)  0.210
C (-0.094, -1.140, -0.749)  -0.419
H (-0.629, -1.735, -0.011)  0.214
H (-0.720, -1.068, -1.637)  0.219
C (1.285, -1.747, -1.069)  -0.414
H (1.382, -2.752, -0.662)  0.214
H (1.454, -1.801, -2.144)  0.202
C (2.266, -0.769, -0.419)  -0.196
C (3.730, -0.792, -0.842)  -0.214
C (4.342, -2.182, -0.661)  -0.375
C (5.834, -2.178, -1.018)  -0.434
C (6.485, -1.129, -0.179)  0.154
C (7.338, -1.414, 0.810)  -0.358
C (7.834, -0.429, 1.770)  0.555
O (8.668, -0.696, 2.610)  -0.542
C (7.177, 0.933, 1.679)  -0.506
C (6.873, 1.294, 0.231)  -0.390
H (7.815, 1.322, -0.323)  0.210
H (6.431, 2.288, 0.173)  0.215
C (5.969, 0.256, -0.436)  -0.266
H (5.979, 0.444, -1.517)  0.212
C (4.485, 0.252, 0.006)  -0.186
C (3.841, 1.639, -0.103)  -0.406
H (4.327, 2.319, 0.598)  0.213
H (4.000, 2.033, -1.108)  0.196
C (2.344, 1.625, 0.221)  -0.388
C (1.614, 0.604, -0.646)  -0.041
C (1.589, 1.057, -2.108)  -0.628
H (1.004, 0.378, -2.719)  0.212
H (1.129, 2.041, -2.170)  0.219
H (2.588, 1.126, -2.526)  0.208
H (1.931, 2.625, 0.074)  0.216
H (2.205, 1.368, 1.274)  0.207
H (4.434, -0.069, 1.053)  0.200
H (6.253, 0.891, 2.263)  0.222
H (7.828, 1.675, 2.143)  0.234
H (7.686, -2.427, 0.961)  0.221
H (6.269, -3.160, -0.830)  0.217
H (5.950, -1.943, -2.079)  0.208
H (3.819, -2.902, -1.292)  0.212
H (4.227, -2.498, 0.378)  0.201
H (3.812, -0.522, -1.899)  0.198
H (2.239, -0.956, 0.662)  0.200
H (-1.860, 3.335, -1.639)  0.229
H (-2.450, 3.907, -0.060)  0.225
H (-4.344, 2.675, 1.068)  0.198
H (-3.433, 1.170, 1.019)  0.198
H (-6.160, 1.628, -0.272)  0.192
H (-5.240, 0.124, -0.338)  0.195
H (-6.158, 1.470, 2.237)  0.199
H (-5.373, -0.103, 2.113)  0.194
H (-7.851, -0.212, 2.463)  0.199
H (-8.093, 0.590, 0.913)  0.192
H (-7.038, -1.310, -0.261)  0.193
H (-6.664, -2.080, 1.282)  0.192
H (-9.093, -2.250, 1.782)  0.193
H (-9.467, -1.463, 0.250)  0.193
H (-8.387, -3.345, -0.983)  0.199
H (-9.689, -3.929, 0.054)  0.207
H (-8.008, -4.132, 0.549)  0.200

Forces on atoms 1 to 2 (eV/Å):
-0.137 0.186 0.125
0.286 -0.147 -0.151